14
Properties=species:S:1:pos:R:3:lowdin_charge:R:1 method="wB97M-V/def2-TZVPD" gap_ev="7.200 / 4.031" e_homo_ha="-0.447 / -0.444" total_charge=+1 e_tot_ha=-1673.42113 multiplicity=2 s2=0.754 e_above_lowest_kcal_mol=6.13
C 2.34 0.91 -2.86 -0.36
S 2.16 -0.01 -1.32 0.66
S 1.53 1.40 -0.06 0.61
H 3.41 0.91 -3.06 0.06
H 1.89 0.30 -3.65 0.07
H 1.91 1.91 -2.77 0.05
H 1.57 0.53 0.97 -0.12
C -1.33 -1.77 -0.19 -0.48
S -2.36 -0.45 0.52 0.38
S -1.63 -0.26 2.43 0.34
H -1.98 -2.45 -0.74 0.03
H -0.65 -1.34 -0.92 -0.01
H -0.84 -2.33 0.59 0.03
H -0.54 0.49 2.21 -0.26

12
Properties=species:S:1:pos:R:3:lowdin_charge:R:1 method="wB97M-V/def2-TZVPD" gap_ev=8.919 e_homo_ha=-0.299 total_charge=0 e_tot_ha=-768.53093 e_above_lowest_kcal_mol=96.68
C -0.57 -1.83 0.05 0.01
C 0.63 0.06 -0.35 -0.76
Si -0.59 1.50 -0.20 0.58
S 2.23 -0.08 0.51 0.59
H 0.14 -2.63 -0.26 0.04
H -1.26 -1.75 -0.72 -0.03
H -1.10 -1.65 0.93 -0.01
H 0.97 -0.31 -1.26 -0.06
H -0.24 2.08 1.23 -0.05
H -0.12 2.41 -1.15 -0.11
H -2.06 1.31 -0.30 -0.08
H 1.97 0.88 1.53 -0.12

14
Properties=species:S:1:pos:R:3:lowdin_charge:R:1 method="wB97M-V/def2-TZVPD" gap_ev=5.184 e_homo_ha=-0.447 total_charge=+1 e_tot_ha=-885.71871 e_above_lowest_kcal_mol=41.26
C -1.12 0.56 -0.91 -0.15
C -0.76 -1.46 0.36 -0.15
N -0.55 -0.03 0.28 -0.22
Si 3.29 0.93 0.24 0.59
Cl 3.59 -0.94 -0.19 0.47
H -2.18 0.31 -1.03 0.08
H -1.03 1.64 -0.86 0.07
H -0.59 0.19 -1.78 0.07
H -0.30 -1.94 -0.50 0.08
H -0.29 -1.85 1.27 0.08
H -0.92 0.42 1.11 0.10
H 4.28 1.95 -0.06 -0.06
H 2.05 1.37 0.86 -0.06
H -1.81 -1.74 0.38 0.08